[1]
H2N2O2S | ωB97M-V/def2-TZVPD

```
7
Properties=species:S:1:pos:R:3
N -1.49788 -0.73690 1.19529
N 0.97691 0.45918 -0.81786
O 0.54357 1.07853 0.11186
O 1.79742 0.78488 -1.57646
S 0.24343 -0.94998 -1.31395
H -0.52250 -0.90778 1.36331
H -1.54095 0.27208 1.03780
```

Properties
maximum force: 4.7 eV/Å
DFT total energy: -17934.955 eV
relative energy (zero: lowest compared OMol25 entry of this formula, charge and spin): 129.55 kcal/mol
LUMO level (alpha / beta): -4.0 / -4.0 eV
HOMO-LUMO gap (alpha / beta): 0.221 / 0.221 Eh
charge: 0

***

[2]
C2H2OS2 | ωB97M-V/def2-TZVPD

```
7
Properties=species:S:1:pos:R:3
C 1.02556 -1.19431 1.63499
C 0.28840 -1.15733 -0.64140
O 1.79433 -0.40213 2.11129
S 1.05706 -2.23520 -1.54889
S -0.84529 0.07159 -0.54617
H 0.56788 -1.94147 2.14319
H -1.70816 0.02266 -1.73789
```

Properties
maximum force: 6.3 eV/Å
DFT total energy: -25820.204 eV
relative energy (zero: lowest compared OMol25 entry of this formula, charge and spin): 81.58 kcal/mol
LUMO level (alpha / beta): -0.5 / -0.4 eV
HOMO-LUMO gap (alpha / beta): 0.271 / 0.272 Eh
charge: 0

***

[3]
C23H32NPt | ωB97M-V/def2-TZVPD

```
57
Properties=species:S:1:pos:R:3
C 0.03982 -0.74564 2.46043
C -0.52660 0.50512 2.17630
C 0.37426 1.28564 1.42921
C 1.58568 0.51405 1.19366
C 1.37726 -0.80343 1.87725
Pt 1.20510 -1.10014 -0.19543
C 1.32776 -0.15395 -3.52844
C 0.89772 -1.18194 -2.61158
H -0.07224 -1.71988 -2.58562
C 2.02124 -1.83580 -1.91679
H 2.95630 -1.34507 -2.22756
H 2.03228 -2.93031 -1.92226
C 0.14899 0.20448 -4.48645
H -0.81909 -0.33407 -4.37747
H -0.12397 1.27292 -4.59759
H 0.59787 -0.11838 -5.41800
C 1.73317 1.14099 -2.70340
H 1.57938 1.15810 -1.58470
H 2.79941 1.19001 -2.85569
H 1.29390 2.11494 -3.01947
C -1.84438 0.95284 2.69842
H -2.58223 0.14494 2.63082
H -1.77788 1.25307 3.75469
H -2.23315 1.80164 2.13292
C 0.17299 2.70047 1.05665
H -0.82245 2.85022 0.62298
H 0.25746 3.37298 1.92560
H 0.91011 3.01997 0.31156
C 2.93736 1.12188 1.02680
H 2.89239 1.96826 0.32994
H 3.33467 1.49574 1.98287
H 3.63301 0.37840 0.62098
C 2.48780 -1.60704 2.45533
H 3.35318 -1.57968 1.78800
H 2.78380 -1.23390 3.44482
H 2.17573 -2.65145 2.56844
C -0.52549 -1.77673 3.34914
H -0.17167 -2.77683 3.06979
H -0.25151 -1.60800 4.40344
H -1.62255 -1.77829 3.30172
C -2.65183 0.68184 -0.48775
C -1.80729 1.24924 -1.42430
C -3.68116 1.43563 -0.09303
C -1.83511 2.56525 -1.93113
H -0.93844 1.10315 -2.14889
C -3.78239 2.85956 -0.57137
H -4.51923 1.09481 0.55580
C -2.85561 3.39975 -1.46861
H -1.08786 2.90879 -2.69024
H -4.58009 3.57704 -0.22868
H -2.83691 4.44303 -1.85377
C -0.66951 -5.18283 0.71831
C -0.13054 -3.88073 0.48094
N 0.28578 -2.82187 0.20889
H -1.00857 -5.26944 1.77224
H 0.10011 -5.96173 0.53076
H -1.53678 -5.36762 0.04954
```

Properties
maximum force: 7.1 eV/Å
DFT total energy: -29091.104 eV
relative energy (zero: lowest compared OMol25 entry of this formula, charge and spin): 88.89 kcal/mol
LUMO level (alpha / beta): -2.7 / -4.9 eV
HOMO-LUMO gap (alpha / beta): 0.272 / 0.218 Eh
multiplicity: 5
charge: +1

***

[4]
C4H10ClN3O2S | ωB97M-V/def2-TZVPD

```
21
Properties=species:S:1:pos:R:3
C 1.19744 -2.21361 0.71499
C 0.04265 -1.35528 1.23265
C -2.10469 2.34494 -0.65648
C -0.56286 0.45684 -1.02449
H 4.12501 -2.62710 0.30373
H 0.91979 -3.38812 0.82265
H -0.01508 -0.29772 0.97569
H -0.10583 -1.58953 2.33369
H -1.51955 3.16349 0.04523
H -1.94850 2.76855 -1.63943
H -3.26532 2.52207 -0.55277
H -2.31532 0.32085 0.31545
H 1.01407 0.84415 -2.05886
H 0.91518 1.68444 0.87250
N 2.50610 -1.75462 0.63674
N -1.69411 0.95266 -0.46083
N 0.42247 1.35210 -1.53847
O 3.09615 -3.06040 0.35563
O -0.26988 -0.72741 -0.79423
S 1.00227 2.54994 -0.38976
Cl -1.44001 -1.94625 0.50638
```

Properties
maximum force: 8.4 eV/Å
DFT total energy: -36225.555 eV
LUMO level: 0.4 eV
HOMO-LUMO gap: 0.321 Eh
charge: 0

***

[5]
C4H9F2NO | ωB97M-V/def2-TZVPD

```
17
Properties=species:S:1:pos:R:3
O 1.04645 0.10435 -1.21881
C 0.85706 -1.09847 -1.33491
N 0.25575 -1.83501 -0.35317
C 1.26219 -1.88863 -2.55993
H 0.09871 -2.84093 -0.45321
H -0.04008 -1.35344 0.49953
H 1.73537 -1.20929 -3.28876
H 0.38360 -2.35706 -3.03453
H 1.98382 -2.68024 -2.29685
F -0.82073 0.37921 2.65418
F -2.61788 2.47160 1.75542
C -0.44393 1.65398 2.25757
C -1.37643 2.18154 1.20865
H -0.43371 2.30937 3.14965
H 0.58846 1.60984 1.86051
H -0.96213 3.10599 0.76234
H -1.51650 1.44714 0.39226
```

Properties
maximum force: 0.9 eV/Å
DFT total energy: -13266.845 eV
relative energy (zero: lowest compared OMol25 entry of this formula, charge and spin): 14.81 kcal/mol
LUMO level: 0.8 eV
HOMO-LUMO gap: 0.398 Eh
SMILES string: CC(N)=O.FCCF
charge: 0

***

[6]
C46H56BBrClN9OTa | ωB97M-V/def2-TZVPD

```
116
Properties=species:S:1:pos:R:3
Ta -0.09387 0.69620 0.46802
Cl 4.08326 4.40108 -4.25559
C 3.28105 3.26745 -3.26231
C 4.01847 2.42880 -2.42650
C 3.37657 1.55905 -1.56348
C 2.00213 1.54131 -1.55744
O 1.27695 0.79225 -0.68217
C 1.25357 2.28649 -2.44597
C -0.14055 1.90380 -2.64312
N -0.88695 1.20025 -1.86598
C -1.91623 0.44562 -2.56339
C -3.19983 0.87649 -2.73941
C -4.10101 0.12943 -3.53250
C -3.69629 -1.00968 -4.15974
C -2.35510 -1.45231 -4.04484
C -1.84576 -2.54889 -4.77980
C -0.50999 -2.81071 -4.75297
C 0.32205 -2.00678 -3.94508
N -0.11511 -1.03139 -3.17936
C -1.44511 -0.72863 -3.24178
C 1.90183 3.16160 -3.30545
H 5.10194 2.46375 -2.46085
H 3.93127 0.90117 -0.90278
H -0.53078 2.11675 -3.63884
H -3.53520 1.80891 -2.30249
H -5.11089 0.49844 -3.67005
H -4.38342 -1.55881 -4.79627
H -2.52116 -3.14366 -5.38655
H -0.07854 -3.60367 -5.35301
H 1.39827 -2.17221 -3.94035
H 1.32932 3.75181 -4.01589
C 2.58251 5.30696 0.79729
C 1.34908 4.53489 0.47237
C 0.21145 4.97589 -0.19169
C -0.70480 3.93319 -0.17577
N -0.10667 2.87321 0.41047
N 1.14306 3.25593 0.84620
B 1.78646 2.54620 2.08021
N 0.67842 2.05303 3.01731
N -0.54099 1.54621 2.60889
C -1.31829 1.45521 3.73435
C -0.53902 1.81321 4.82665
C 0.69792 2.19282 4.34793
C 1.87117 2.70473 5.11843
C -2.84012 1.38465 3.86896
C -3.60340 0.76242 2.70725
C -3.28449 2.85992 4.00369
C -3.21360 0.62457 5.15175
N 2.58001 1.29899 1.70524
N 1.91452 0.09992 1.66781
C 2.84663 -0.86542 1.66603
C 4.11336 -0.27727 1.72141
C 3.91146 1.08627 1.75655
C 4.92393 2.18102 1.82826
C 2.53485 -2.32979 1.59518
C 3.56140 -3.12607 2.41045
C 2.63486 -2.74666 0.11816
C 1.14140 -2.59149 2.15823
C -2.17013 4.03604 -0.51500
C -2.73434 5.20186 0.32665
C -2.92428 2.78072 -0.08278
C -2.37685 4.37167 -2.00076
H 2.67313 6.15193 0.11740
H 3.47736 4.69000 0.72938
H 2.52680 5.70259 1.81525
H 0.05071 5.97071 -0.58128
H 2.48056 3.34070 2.63612
H -0.85039 1.83877 5.86278
H 1.68965 2.56957 6.18289
H 2.02237 3.77181 4.93514
H 2.79243 2.18214 4.84986
H -3.14503 0.98001 1.74017
H -4.61700 1.16608 2.68064
H -3.69463 -0.31573 2.83674
H -3.04368 3.42711 3.09832
H -2.79470 3.34284 4.84728
H -4.36522 2.90626 4.16376
H -2.69477 -0.33781 5.20843
H -4.28895 0.42905 5.15681
H -2.98229 1.19673 6.05273
H 5.06527 -0.78892 1.77522
H 5.92237 1.75492 1.90496
H 4.75722 2.82476 2.69589
H 4.88654 2.80845 0.93358
H 4.55930 -3.06718 1.97089
H 3.27434 -4.18035 2.43120
H 3.61323 -2.76617 3.44135
H 3.65140 -2.59541 -0.25268
H 1.94673 -2.16369 -0.50137
H 2.39415 -3.80793 0.01596
H 1.07905 -2.27973 3.20434
H 0.91547 -3.65872 2.10952
H 0.38398 -2.06186 1.58608
H -2.48444 5.08268 1.38456
H -3.82323 5.22390 0.23169
H -2.34672 6.16637 -0.01047
H -2.88346 2.70208 1.00585
H -2.54200 1.85988 -0.53581
H -3.97825 2.86452 -0.35731
H -1.88133 5.31097 -2.26076
H -3.44387 4.49471 -2.20176
H -1.99069 3.59168 -2.65798
C -0.29280 -6.08487 -2.10900
C -0.73226 -4.94162 -1.23351
C -1.80332 -5.04417 -0.35793
C -2.22565 -3.93947 0.37265
C -1.52564 -2.79105 0.13045
Br -2.09825 -1.15376 1.01760
N -0.48315 -2.62187 -0.63065
C -0.08059 -3.70828 -1.29750
H -0.87405 -6.98338 -1.91523
H 0.76321 -6.32185 -1.95294
H -0.41202 -5.81406 -3.15979
H -2.32397 -5.98892 -0.24187
H -3.04084 -3.99597 1.08343
H 0.80682 -3.59332 -1.90808
```

Properties
maximum force: 2.5 eV/Å
DFT total energy: -148841.046 eV
relative energy (zero: lowest compared OMol25 entry of this formula, charge and spin): 9.27 kcal/mol
LUMO level: -10.7 eV
HOMO-LUMO gap: 0.191 Eh
charge: +3

***

[7]
C4H5ClS | ωB97M-V/def2-TZVPD

```
11
Properties=species:S:1:pos:R:3
C 0.91268 -0.00727 0.36478
C -0.10329 1.11943 -0.08780
C -1.12520 -0.00475 -0.13127
C -0.08774 -1.07195 -0.07761
H 0.95258 0.03385 1.41067
H -0.24791 1.93956 0.59479
H 0.11611 1.46994 -1.10879
H 0.03249 -1.42061 -1.08745
H -0.19740 -1.97500 0.61882
S -2.77984 -0.04238 -0.20377
Cl 2.52753 -0.04084 -0.29236
```

Properties
maximum force: 2.8 eV/Å
DFT total energy: -27585.398 eV
relative energy (zero: lowest compared OMol25 entry of this formula, charge and spin): 22.00 kcal/mol
LUMO level: -0.4 eV
HOMO-LUMO gap: 0.308 Eh
SMILES string: S=C1CC(Cl)C1
charge: 0